Record 1
Entry from the OMol25 dataset: 9 unconnected molecules or ions with the total composition C25H68O11 (ωB97M-V with the def2-TZVPD basis set).

Last column: Löwdin charge in e.
Geometry (Å):
C: -1.56278 -0.56352 4.72963  -0.061
C: -2.71280 0.42208 4.73789  -0.500
C: -3.78272 0.08035 3.68747  -0.058
O: -3.27087 0.42273 6.00646  -0.034
H: -1.83676 -1.60674 4.88690  0.076
H: -0.76861 -0.27929 5.42000  0.084
H: -1.03335 -0.60392 3.77770  0.061
H: -2.30817 1.41757 4.55518  0.122
H: -4.49726 0.90276 3.65312  0.079
H: -4.39683 -0.78912 3.92196  0.076
H: -3.37060 -0.15262 2.70564  0.066
H: -3.71020 -0.41574 6.16640  0.094
C: -0.09905 3.30636 -2.22348  -0.055
C: 0.58690 3.15182 -3.54487  -0.461
C: 1.75628 4.13736 -3.71056  -0.039
O: 1.01470 1.81922 -3.50072  -0.062
H: 0.43189 3.07708 -1.29955  0.061
H: -1.00042 2.69486 -2.18222  0.082
H: -0.45988 4.32140 -2.05739  0.093
H: -0.12869 3.29066 -4.35528  0.139
H: 2.28118 4.17035 -4.66528  0.079
H: 2.42279 4.07874 -2.85008  0.072
H: 1.44520 5.17790 -3.61775  0.080
H: 1.76691 1.67109 -4.07851  0.108
C: 2.93034 3.62511 0.34396  -0.058
C: 2.88620 3.78081 1.83538  -0.529
C: 3.20505 2.51055 2.60957  -0.045
O: 3.83303 4.73864 2.21054  -0.042
H: 2.35125 2.71746 0.17391  0.064
H: 3.96567 3.51347 0.02187  0.094
H: 2.41478 4.36419 -0.26928  0.071
H: 1.91941 4.14882 2.17886  0.125
H: 2.49122 1.70852 2.42169  0.073
H: 3.25087 2.65776 3.68861  0.084
H: 4.17529 2.08862 2.34744  0.077
H: 3.49529 5.52116 1.76872  0.089
C: 1.49135 -1.96878 -5.14330  -0.040
C: 1.88014 -2.80263 -3.94305  -0.448
C: 2.99016 -2.25337 -2.96592  -0.039
O: 0.81241 -2.88599 -3.02128  -0.104
H: 0.40761 -1.93634 -5.25540  0.074
H: 2.00931 -2.27389 -6.05255  0.077
H: 1.86608 -0.97781 -4.88709  0.060
H: 2.03910 -3.83575 -4.25206  0.131
H: 2.84896 -2.74931 -2.00559  0.058
H: 2.93670 -1.17726 -2.80087  0.063
H: 3.96113 -2.37591 -3.44582  0.069
H: 0.52315 -2.03921 -2.67360  0.018
C: 5.37917 -3.48527 1.76365  -0.069
C: 4.37767 -2.59748 1.13511  -0.530
C: 2.97643 -3.18896 0.95117  -0.035
O: 4.23123 -1.47419 1.97713  -0.057
H: 4.95085 -3.87414 2.68746  0.087
H: 6.32150 -2.96233 1.92694  0.084
H: 5.65596 -4.32737 1.12934  0.083
H: 4.81434 -2.25427 0.19722  0.132
H: 2.70756 -3.66586 1.89371  0.085
H: 3.06649 -3.80243 0.05472  0.075
H: 2.27474 -2.43063 0.60383  0.056
H: 4.81469 -0.76673 1.69309  0.085
C: -3.20311 -3.11123 1.98721  -0.048
C: -2.15111 -4.22643 2.03062  -0.491
C: -0.77630 -3.62935 2.24999  -0.045
O: -2.52504 -5.02397 3.13160  -0.046
H: -4.18467 -3.57625 1.89555  0.081
H: -3.07962 -2.50410 1.09042  0.071
H: -3.10409 -2.54894 2.91571  0.056
H: -2.24589 -4.79647 1.10641  0.137
H: -0.42551 -3.00789 1.42607  0.057
H: 0.00759 -4.38243 2.33044  0.075
H: -0.73166 -3.10963 3.20706  0.073
H: -3.09972 -5.72932 2.82527  0.091
C: -1.04484 2.60912 2.07411  -0.033
C: -2.53972 2.79715 1.61502  -0.435
C: -3.01384 4.23277 1.94483  -0.054
O: -2.65829 2.45846 0.23029  -0.063
H: -0.41500 3.40296 1.67260  0.065
H: -0.64891 1.66022 1.71226  0.053
H: -0.93177 2.59957 3.15819  0.066
H: -3.23021 2.16964 2.17853  0.097
H: -2.62123 4.54864 2.91135  0.072
H: -4.09043 4.40307 1.95271  0.073
H: -2.58576 4.98730 1.28488  0.071
H: -2.46187 1.53376 0.06306  0.008
O: -4.35343 -1.29183 -5.68408  -0.054
C: -3.20163 -1.41457 -4.88847  -0.254
C: -2.67406 -0.22506 -4.06736  -0.200
O: -3.37576 -0.23048 -2.83176  -0.066
H: -5.13581 -1.07070 -5.17359  0.081
H: -3.29014 -2.34391 -4.32581  0.125
H: -2.42219 -1.66182 -5.60920  0.111
H: -2.79679 0.70389 -4.62422  0.128
H: -1.61841 -0.40845 -3.86719  0.102
H: -4.20647 0.18376 -3.07653  0.098
O: -2.07352 0.01270 -0.39812  -0.064
C: -0.92738 -0.67163 -0.05843  -0.234
C: 0.31071 -0.11530 -0.79968  -0.161
O: 0.33830 -0.41652 -2.21189  -0.100
H: -2.21575 -0.24061 -1.31310  0.063
H: -0.66890 -0.59900 0.99798  0.113
H: -1.04612 -1.69425 -0.41658  0.124
H: 1.16322 -0.61794 -0.34288  0.104
H: 0.47656 0.95153 -0.64983  0.102
H: 0.45658 0.39295 -2.71425  0.034

Properties
LUMO energy in eV: 0.35
Total charge: 0
SMILES: CC(C)O.CC(C)O.CC(C)O.CC(C)O.CC(C)O.CC(C)O.CC(C)O.OCCO.OCCO
E_HOMO in eV: -9.442
Strongest force on any atom in eV/A: 2.5
Relative energy (zero: lowest compared OMol25 entry of this formula, charge and spin) in eV: 0.842
Kohn-Sham gap in hartree: 0.3597

Record 2
Entry from the OMol25 dataset: 9 unconnected molecules or ions with the total composition C25H68O9 (ωB97M-V with the def2-TZVPD basis set).

Last column: Löwdin charge in e.
Geometry (Å):
C: -1.77012 0.88489 -4.72201  -0.114
O: -0.38983 0.84866 -5.02581  -0.141
H: -2.06063 -0.10049 -4.35769  0.083
H: -1.99536 1.52854 -3.87167  0.079
H: -2.43127 1.16052 -5.54360  0.078
H: -0.14514 1.74699 -5.25975  0.014
C: 1.97460 -2.75472 -5.54833  -0.058
C: 1.35393 -2.69508 -6.94993  -0.454
C: 0.01370 -3.38535 -6.97392  -0.059
O: 1.05542 -1.33984 -7.26380  -0.071
H: 2.87516 -2.15933 -5.39799  0.064
H: 2.21341 -3.77400 -5.24477  0.086
H: 1.24825 -2.34774 -4.84485  0.056
H: 2.06521 -3.19698 -7.60588  0.144
H: 0.11643 -4.31128 -6.40806  0.083
H: -0.25849 -3.56578 -8.01385  0.081
H: -0.83349 -2.81862 -6.58767  0.071
H: 0.67224 -0.84064 -6.53883  0.046
C: 1.01053 4.30173 -8.31490  -0.039
C: 0.11201 3.21247 -7.68870  -0.409
C: 0.40205 1.74408 -8.17979  -0.017
O: 0.21063 3.18581 -6.24818  -0.106
H: 0.82592 5.20398 -7.73184  0.073
H: 0.78094 4.47687 -9.36595  0.089
H: 2.08508 4.14956 -8.21345  0.080
H: -0.93071 3.50422 -7.81407  0.133
H: 0.29097 1.73070 -9.26403  0.090
H: -0.30378 1.00007 -7.81052  0.057
H: 1.42547 1.50227 -7.89300  0.078
H: 0.06768 4.03771 -5.82932  0.099
C: -0.77157 -5.22807 -1.61587  -0.057
C: -1.31672 -3.83352 -1.71407  -0.484
C: -0.41337 -2.97777 -2.56660  -0.083
O: -2.61742 -3.83188 -2.35142  -0.047
H: -1.05877 -5.74629 -0.70096  0.084
H: 0.31083 -5.10868 -1.66335  0.079
H: -1.06478 -5.90950 -2.41448  0.090
H: -1.25874 -3.31871 -0.75506  0.132
H: -0.49396 -3.40589 -3.56576  0.074
H: 0.64047 -3.00352 -2.28938  0.078
H: -0.62424 -1.91133 -2.64621  0.066
H: -3.02359 -4.66368 -2.09702  0.081
C: -4.14558 -3.53850 -7.70021  -0.047
C: -3.86347 -2.08924 -7.35959  -0.515
C: -2.85478 -1.41757 -8.33338  -0.046
O: -4.96612 -1.25578 -7.19043  -0.026
H: -5.00327 -4.01890 -7.22938  0.075
H: -3.41272 -4.26692 -7.35318  0.072
H: -4.26835 -3.65877 -8.77658  0.080
H: -3.26369 -2.04147 -6.45070  0.113
H: -2.55795 -0.57608 -7.70737  0.059
H: -3.42628 -1.17942 -9.23047  0.081
H: -2.02284 -1.99423 -8.73766  0.066
H: -4.92187 -0.81042 -6.34114  0.044
C: -4.12917 3.56948 -5.07170  -0.048
C: -5.35610 4.32009 -5.58359  -0.509
C: -5.50639 4.14031 -7.00379  -0.078
O: -6.52287 3.82017 -4.91456  -0.056
H: -3.25979 4.09211 -5.47062  0.076
H: -4.20588 2.56161 -5.47964  0.060
H: -3.89594 3.63012 -4.00867  0.080
H: -5.39140 5.36523 -5.27613  0.140
H: -5.39428 3.10160 -7.31462  0.094
H: -4.81399 4.71757 -7.61654  0.090
H: -6.47481 4.45197 -7.39510  0.092
H: -7.30232 4.33299 -5.14057  0.089
C: 3.49325 2.75950 -2.63107  -0.004
C: 2.54980 2.14556 -3.73224  -0.297
C: 3.21047 1.00897 -4.66188  0.068
O: 1.43259 1.64328 -3.01662  0.259
H: 4.20860 3.48564 -3.01720  0.098
H: 4.15586 2.06182 -2.11893  0.094
H: 2.89154 3.20321 -1.83787  0.090
H: 2.12531 2.97885 -4.29218  0.161
H: 2.55112 0.62371 -5.43965  0.071
H: 3.64775 0.16250 -4.13237  0.101
H: 3.96658 1.51947 -5.25836  0.108
H: 0.73298 1.54160 -3.66608  0.085
C: -2.51816 2.99379 1.56400  -0.072
C: -2.77968 2.52831 0.15287  -0.500
C: -2.19761 1.11814 -0.09036  -0.043
O: -4.14698 2.64906 -0.18144  -0.034
H: -3.02818 2.28043 2.21137  0.086
H: -2.91513 3.94885 1.90806  0.078
H: -1.50715 2.97612 1.97100  0.077
H: -2.19546 3.15013 -0.52546  0.117
H: -1.76162 1.06630 -1.08802  0.049
H: -2.90014 0.28523 -0.06193  0.076
H: -1.41285 0.87655 0.62651  0.075
H: -4.35986 3.52400 -0.51426  0.092
C: -5.05196 -0.96956 -2.35934  -0.033
C: -5.69548 -0.75400 -3.77928  -0.499
C: -7.18715 -0.38655 -3.80713  -0.040
O: -5.04907 0.16015 -4.58192  -0.052
H: -5.40004 -0.20649 -1.66317  0.068
H: -3.96502 -0.93354 -2.43266  0.057
H: -5.34860 -1.89395 -1.86375  0.076
H: -5.77654 -1.79847 -4.08031  0.132
H: -7.33516 0.64293 -3.48102  0.082
H: -7.76128 -1.13011 -3.25433  0.085
H: -7.48392 -0.50627 -4.84910  0.083
H: -5.23723 1.03307 -4.22950  0.087

Properties
LUMO energy (alpha / beta) in eV: -2.80 / -9.04
Total charge: +1
2S+1: 2
E_HOMO (alpha / beta) in eV: -11.464 / -11.464
Strongest force on any atom in eV/A: 3.9
Relative energy (zero: lowest compared OMol25 entry of this formula, charge and spin) in eV: 0.556
Kohn-Sham gap (alpha / beta) in hartree: 0.3183 / 0.0891
<S²>: 0.7546